C23H36N4O3SSi2Y | ωB97M-V with the def2-TZVPD basis set

Last column: Löwdin charge in e.
CARTESIAN COORDINATES (ANGSTROEM)
Y (-0.201, -17.910, -2.804)  1.4420
C (0.229, -20.762, -6.638)  -0.0132
C (0.343, -20.228, -5.366)  -0.1269
N (-0.288, -19.147, -4.939)  0.0442
C (-1.188, -18.543, -5.824)  -0.1038
C (-1.289, -18.978, -7.193)  -0.1343
C (-0.585, -20.139, -7.573)  0.0310
C (-2.085, -18.197, -8.072)  0.0020
C (-2.819, -17.100, -7.656)  -0.0038
C (-2.887, -16.737, -6.291)  -0.1183
C (-3.709, -15.720, -5.740)  0.0388
C (-3.777, -15.577, -4.357)  -0.0193
C (-3.075, -16.441, -3.545)  -0.1216
N (-2.173, -17.297, -3.989)  -0.0083
C (-2.061, -17.499, -5.347)  -0.1128
H (0.780, -21.686, -6.858)  0.1292
H (1.014, -20.718, -4.640)  0.0745
H (-0.651, -20.528, -8.604)  0.1382
H (-2.117, -18.528, -9.098)  0.1193
H (-3.431, -16.518, -8.340)  0.1243
H (-4.285, -15.100, -6.398)  0.1214
H (-4.369, -14.805, -3.855)  0.1259
H (-3.213, -16.391, -2.469)  0.1286
C (-1.478, -20.763, -2.126)  -0.2067
Si (0.362, -21.176, -1.819)  0.3997
C (0.563, -22.839, -2.737)  -0.1949
C (0.541, -21.667, -0.011)  -0.1963
C (1.613, -19.742, -2.239)  -0.4496
Si (3.245, -19.725, -3.222)  0.3690
C (4.618, -19.192, -2.061)  -0.1974
C (3.737, -21.347, -4.044)  -0.1972
C (3.395, -18.405, -4.585)  -0.1939
H (-2.021, -20.852, -1.156)  0.0466
H (-1.967, -21.486, -2.808)  0.0437
H (-1.671, -19.761, -2.590)  -0.0404
H (-0.003, -23.608, -2.158)  0.0436
H (1.606, -23.121, -2.868)  0.0088
H (0.109, -22.853, -3.756)  0.0246
H (-0.141, -22.487, 0.310)  0.0439
H (0.327, -20.778, 0.636)  0.0070
H (1.554, -21.986, 0.226)  0.0308
H (1.879, -19.360, -1.239)  -0.0471
H (4.586, -19.704, -1.073)  0.0373
H (4.550, -18.104, -1.910)  0.0304
H (5.571, -19.440, -2.534)  0.0275
H (3.761, -22.216, -3.337)  0.0387
H (4.779, -21.202, -4.412)  0.0410
H (3.128, -21.611, -4.911)  0.0093
H (2.920, -17.433, -4.310)  0.0085
H (2.981, -18.685, -5.566)  0.0194
H (4.478, -18.210, -4.755)  0.0412
C (1.349, -13.712, -3.071)  -0.0950
S (0.853, -15.419, -2.787)  0.4194
O (0.654, -16.067, -4.129)  -0.4084
O (1.880, -16.116, -1.991)  -0.3515
O (-0.469, -15.482, -2.109)  -0.3976
H (2.109, -13.719, -3.866)  0.0847
H (1.771, -13.338, -2.145)  0.0724
H (0.438, -13.218, -3.414)  0.0750
C (1.754, -16.405, 1.436)  -0.0127
N (0.849, -17.529, 1.410)  -0.1711
C (0.701, -18.308, 2.637)  -0.0050
C (0.135, -17.750, 0.386)  -0.2285
N (-0.499, -18.117, -0.544)  0.0975
H (2.622, -16.656, 2.067)  0.1042
H (1.282, -15.508, 1.923)  0.1162
H (2.077, -16.155, 0.414)  0.0823
H (1.711, -18.722, 2.911)  0.1168
H (0.005, -19.143, 2.473)  0.0973
H (0.400, -17.656, 3.462)  0.0995

Values from the calculation:
**Gap between HOMO and LUMO**: 6.08 eV
**LUMO energy**: -3.62 eV
**Energy**: -2358.23813 Ha
**HOMO**: -9.700 eV
**2S+1**: 1
**Net charge**: +1
**Relative energy (zero: lowest compared OMol25 entry of this formula, charge and spin)**: 24.7 kcal/mol